C3H3O3 | ωB97M-V with the def2-TZVPD basis set

XYZ file:
```
9
Properties=species:S:1:pos:R:3:forces:R:3:mulliken_charge:R:1
C 0.317 1.076 -0.171 -2.30 -2.05 0.55 -0.323
C 1.192 -0.901 -0.190 1.04 0.83 -0.61 0.354
C -0.705 0.270 0.152 1.39 -2.03 -0.30 0.528
O 0.039 -1.168 0.142 -3.71 2.14 0.68 -0.191
O 1.422 0.371 -0.416 2.45 -2.67 0.03 -0.249
O -1.925 0.344 0.493 0.11 1.30 0.66 -0.407
H 0.457 2.080 -0.235 -0.21 2.70 -0.23 0.470
H 1.833 -1.767 -0.264 1.03 0.58 -0.35 0.408
H -2.629 -0.306 0.488 0.20 -0.79 -0.41 0.411
```
Positions in Å, forces in eV/Å.

Computed properties:
Charge = +1
Molecular weight = 87.1 u
Frontier orbital gap = 10.49 eV
Energy above the lowest of the compared OMol25 structures with the same formula, charge and spin = 78.0 kJ/mol